1.
21
Properties=species:S:1:pos:R:3:mulliken_charge:R:1 method="wB97M-V/def2-TZVPD" relative_energy_ev=7.468 spin_multiplicity=4 total_energy_ev=-54585.012 lumo_ev="0.08 / -0.47"
O -0.987 0.650 -1.646 -0.584
Ni -0.221 0.831 0.085 0.472
O 1.263 1.071 1.243 -0.744
C 2.357 0.331 0.821 -0.301
C 1.935 -0.949 0.106 -0.233
O 0.986 -0.563 -0.880 -0.408
C -0.100 -1.350 -1.416 -0.223
C -1.370 -1.807 0.213 -0.691
O -1.517 -0.528 0.757 0.013
C -2.534 -0.325 1.727 -0.604
H 3.012 0.029 1.663 0.340
H 2.991 0.915 0.120 0.289
H 1.438 -1.633 0.814 0.178
H 2.776 -1.468 -0.377 0.359
H -0.516 -2.271 -1.876 0.276
H 0.407 -1.439 -2.401 0.249
H -0.641 -2.358 0.817 0.363
H -2.322 -2.261 -0.084 0.481
H -2.666 0.759 1.830 0.186
H -3.451 -0.823 1.390 0.288
H -2.181 -0.748 2.678 0.295

2.
22
Properties=species:S:1:pos:R:3:mulliken_charge:R:1 method="wB97M-V/def2-TZVPD" relative_energy_ev=1.965 spin_multiplicity=1 total_energy_ev=-22159.268 lumo_ev="0.86 / 0.86"
C 0.568 3.101 0.560 -0.619
C 0.285 1.765 1.015 -0.338
C -0.087 3.159 -0.650 -0.628
C -0.453 1.109 0.041 0.736
C -1.990 -2.023 -0.886 -0.463
C -1.285 -2.385 0.404 -0.390
C -1.046 -0.179 0.000 -0.092
C 2.562 -0.979 0.149 0.667
N -1.820 -0.686 -0.954 -0.068
O -0.704 1.987 -0.902 -0.399
O -0.635 -1.191 0.797 -0.397
F 3.831 -0.956 0.208 -0.220
F 2.171 -2.199 -0.105 -0.255
F 2.119 -0.235 -0.901 -0.228
H 1.093 3.763 1.066 0.646
H 0.573 1.234 1.961 0.390
H -0.194 3.959 -1.375 0.435
H 2.161 -0.631 1.214 0.020
H -2.491 -2.750 -1.505 0.451
H -1.868 -2.739 1.157 0.314
H -0.482 -3.069 0.273 0.224
H -2.307 -0.054 -1.569 0.215

3.
190
Properties=species:S:1:pos:R:3:mulliken_charge:R:1 method="wB97M-V/def2-TZVPD" spin_multiplicity=1 total_energy_ev=-207810.775 lumo_ev=-2.30
Cu -1.847 0.705 -1.076 0.293
C 1.455 5.081 3.294 -1.685
C 1.413 3.826 2.324 1.287
C 2.846 3.170 2.087 -1.022
C 3.365 2.249 3.174 -0.830
C 2.268 1.285 3.669 -1.311
C 0.856 1.877 3.874 1.496
N 0.494 2.757 2.739 0.426
O -0.894 3.040 2.529 -0.654
C 0.848 2.617 5.255 -1.676
C -0.067 0.605 4.057 -1.673
C 1.131 4.470 0.885 -1.630
H 1.890 4.929 4.282 0.337
H 0.440 5.360 3.578 0.400
H 1.988 5.949 2.907 0.405
H 3.536 4.012 2.152 0.336
H 3.029 2.802 1.078 0.483
H 3.797 2.778 4.024 0.330
H 4.171 1.633 2.774 0.391
H 2.589 0.653 4.496 0.437
H 2.183 0.469 2.951 0.502
H 0.012 3.316 5.273 0.352
H 1.794 3.113 5.471 0.270
H 0.694 1.987 6.131 0.429
H 0.307 0.051 4.918 0.407
H -0.144 -0.121 3.247 0.394
H -1.101 0.923 4.186 0.367
H 1.049 3.665 0.155 0.404
H 1.988 5.023 0.500 0.405
H 0.253 5.116 0.858 0.340
C -4.826 12.071 -3.203 0.126
O -3.636 12.138 -3.116 -0.562
N -5.603 11.313 -2.402 0.088
C -7.075 11.404 -2.413 -0.875
C -4.905 10.472 -1.367 -0.839
H -5.358 12.485 -4.074 0.285
H -7.521 10.469 -2.752 0.302
H -7.362 12.135 -3.169 0.301
H -7.413 11.756 -1.439 0.303
H -3.826 10.453 -1.520 0.274
H -5.070 10.786 -0.336 0.286
H -5.400 9.510 -1.502 0.311
C 6.027 11.222 -4.122 0.124
O 6.178 10.905 -5.301 -0.588
N 4.809 11.160 -3.506 0.063
C 4.841 11.405 -2.029 -0.995
C 3.592 10.519 -4.070 -0.824
H 6.839 11.625 -3.498 0.301
H 5.578 12.154 -1.740 0.378
H 4.879 10.449 -1.508 0.337
H 3.893 11.843 -1.717 0.311
H 2.778 10.531 -3.345 0.318
H 3.353 11.116 -4.950 0.284
H 3.686 9.479 -4.382 0.292
C 6.110 6.199 11.497 0.192
O 5.129 5.461 11.137 -0.637
N 6.776 7.073 10.786 0.091
C 7.645 8.130 11.427 -0.807
C 6.568 7.240 9.340 -0.926
H 6.484 6.225 12.532 0.247
H 7.306 9.105 11.077 0.296
H 8.686 8.134 11.104 0.308
H 7.718 8.015 12.508 0.288
H 6.047 6.378 8.924 0.305
H 5.956 8.116 9.123 0.320
H 7.549 7.300 8.869 0.322
C -1.489 5.834 11.931 0.201
O -2.271 5.701 12.899 -0.614
N -1.291 7.021 11.288 0.065
C -0.256 7.273 10.243 -0.849
C -1.972 8.271 11.745 -0.939
H -0.807 5.082 11.505 0.285
H 0.237 6.385 9.848 0.293
H 0.518 7.969 10.567 0.309
H -0.757 7.718 9.383 0.306
H -1.245 8.743 12.405 0.345
H -2.303 8.942 10.952 0.302
H -2.858 8.172 12.372 0.296
Cl -2.114 -5.790 9.198 -0.156
C -1.546 -4.552 10.274 -0.440
C -2.540 -3.891 11.271 -0.407
Cl -3.924 -3.266 10.435 -0.171
H -1.062 -3.765 9.697 0.304
H -0.720 -4.933 10.874 0.298
H -2.121 -3.039 11.807 0.281
H -2.850 -4.570 12.066 0.291
C -0.940 1.815 -10.986 -1.322
C 0.035 2.647 -10.079 0.193
O -0.239 2.318 -8.751 -0.272
P 0.633 2.914 -7.571 0.733
O 0.241 2.361 -6.202 -0.721
O 2.176 2.620 -7.996 -0.279
C 3.229 2.976 -7.089 -0.368
C 4.013 4.175 -7.474 -0.961
O 0.480 4.531 -7.837 -0.162
C -0.757 5.211 -7.797 -0.170
C -0.736 6.409 -8.739 -1.291
H -0.687 0.755 -10.992 0.323
H -1.988 1.854 -10.691 0.344
H -0.852 2.191 -12.005 0.385
H 1.041 2.327 -10.348 0.227
H -0.136 3.708 -10.262 0.139
H 2.887 3.106 -6.062 0.349
H 3.978 2.187 -7.015 0.337
H 4.583 3.841 -8.341 0.254
H 3.332 4.997 -7.697 0.241
H 4.698 4.550 -6.714 0.356
H -1.573 4.558 -8.107 0.302
H -1.037 5.705 -6.866 0.308
H -0.337 6.293 -9.747 0.341
H -1.746 6.795 -8.878 0.381
H -0.191 7.267 -8.345 0.333
C -1.898 -6.526 -5.790 -0.900
C -1.509 -5.595 -4.612 -0.387
O -1.019 -6.365 -3.560 -0.240
P -1.666 -6.276 -2.046 0.785
O -2.038 -4.924 -1.562 -0.711
O -2.929 -7.275 -2.080 -0.244
C -2.992 -8.444 -2.965 0.023
C -3.600 -9.594 -2.181 -1.272
O -0.528 -7.011 -1.226 -0.185
C -0.596 -7.099 0.167 -0.356
C -0.250 -8.631 0.505 -0.930
H -2.672 -7.220 -5.461 0.152
H -2.283 -5.905 -6.599 0.385
H -1.092 -7.169 -6.143 0.264
H -0.712 -4.917 -4.915 0.321
H -2.294 -4.891 -4.334 0.348
H -3.638 -8.286 -3.829 0.185
H -2.006 -8.776 -3.291 0.372
H -4.617 -9.401 -1.840 0.322
H -3.653 -10.472 -2.824 0.374
H -3.014 -9.729 -1.272 0.239
H 0.101 -6.378 0.595 0.311
H -1.602 -6.872 0.520 0.319
H -0.514 -8.995 1.498 0.355
H -0.868 -9.246 -0.150 0.174
H 0.797 -8.826 0.272 0.293
C -5.521 -11.984 3.544 -1.216
C -6.070 -10.554 3.695 -0.126
O -7.391 -10.485 3.284 -0.176
P -8.163 -9.085 3.091 0.684
O -8.721 -8.586 4.353 -0.705
O -7.103 -8.127 2.323 -0.115
C -7.337 -6.710 2.205 -0.300
C -7.308 -5.927 3.499 -1.046
O -9.282 -9.430 1.938 -0.340
C -10.199 -10.546 2.106 -0.370
C -9.937 -11.530 0.989 -0.941
H -5.602 -12.329 2.514 0.329
H -4.444 -11.976 3.713 0.372
H -6.019 -12.714 4.182 0.300
H -6.111 -10.418 4.776 0.243
H -5.517 -9.730 3.244 0.320
H -6.606 -6.293 1.512 0.359
H -8.336 -6.519 1.812 0.235
H -6.452 -6.331 4.040 0.266
H -7.184 -4.847 3.585 0.386
H -8.224 -6.088 4.067 0.276
H -10.103 -10.888 3.137 0.371
H -11.195 -10.110 2.037 0.342
H -10.498 -12.444 1.184 0.342
H -10.167 -11.095 0.016 0.292
H -8.874 -11.763 1.060 0.218
C 5.986 -4.643 -2.494 -1.126
C 5.691 -4.155 -3.853 -0.233
O 6.736 -4.480 -4.761 -0.362
P 6.444 -5.510 -5.975 0.831
O 7.682 -5.980 -6.707 -0.739
O 5.547 -6.705 -5.329 -0.216
C 4.659 -7.534 -5.995 -0.263
C 5.459 -8.581 -6.739 -1.072
O 5.439 -4.737 -7.002 -0.283
C 5.915 -4.200 -8.226 -0.341
C 6.159 -5.096 -9.469 -1.018
H 5.183 -4.375 -1.807 0.354
H 6.126 -5.719 -2.393 0.291
H 6.946 -4.225 -2.191 0.311
H 4.702 -4.442 -4.210 0.277
H 5.566 -3.077 -3.956 0.382
H 3.944 -7.948 -5.284 0.352
H 3.964 -6.981 -6.628 0.282
H 5.899 -8.299 -7.696 0.272
H 6.238 -8.959 -6.078 0.277
H 4.801 -9.417 -6.972 0.408
H 5.328 -3.344 -8.558 0.412
H 6.912 -3.838 -7.972 0.330
H 5.518 -5.977 -9.508 0.232
H 5.914 -4.526 -10.365 0.373
H 7.186 -5.459 -9.437 0.267

4.
26
Properties=species:S:1:pos:R:3:mulliken_charge:R:1 method="wB97M-V/def2-TZVPD" smiles=Cc1ccsc1C1(c2cnc[nH]2)CC1 relative_energy_ev=2.252 spin_multiplicity=1 total_energy_ev=-25415.045 lumo_ev=0.68
C -0.472 1.537 -1.838 -1.512
C -0.458 1.736 -0.361 0.431
C -0.213 2.991 0.185 -0.652
C -0.315 3.069 1.553 -0.440
S -0.437 1.429 2.213 -0.161
C -0.629 0.720 0.562 0.217
C -0.598 -0.800 0.270 1.605
C 0.772 -1.274 0.277 -0.434
C 1.384 -1.885 1.334 -0.383
N 2.704 -2.178 1.051 -0.701
C 3.003 -1.655 -0.157 -0.152
N 1.826 -1.054 -0.609 -0.089
C -1.629 -1.416 -0.606 -0.819
C -1.631 -1.795 0.823 -0.839
H -1.214 2.240 -2.278 0.399
H 0.612 1.607 -2.246 0.239
H -0.774 0.564 -2.148 0.336
H -0.223 3.915 -0.367 0.373
H -0.660 3.865 2.258 0.355
H 0.874 -2.316 2.214 0.428
H 4.008 -1.616 -0.717 0.307
H 1.720 -0.604 -1.542 0.247
H -2.508 -0.808 -0.836 0.328
H -1.400 -2.075 -1.435 0.289
H -2.464 -1.367 1.416 0.272
H -1.278 -2.829 0.983 0.358

5.
60
Properties=species:S:1:pos:R:3:mulliken_charge:R:1 method="wB97M-V/def2-TZVPD" relative_energy_ev=0.323 spin_multiplicity=1 total_energy_ev=-83748.750 lumo_ev=-3.34 charge=+1
C -4.248 -2.356 -0.788 -0.891
C -2.914 -2.293 -1.178 0.062
C -2.474 -1.069 -1.767 1.223
C -3.410 -0.102 -2.198 0.522
C -4.720 -0.171 -1.739 -1.156
C -5.119 -1.302 -1.031 -1.086
C -3.032 0.997 -3.199 -1.891
C -1.575 0.863 -3.619 1.075
C -0.679 -0.041 -3.010 0.662
C 0.599 -0.257 -3.592 0.524
C 0.943 0.460 -4.737 -0.803
C 0.072 1.424 -5.256 -0.883
C -1.169 1.659 -4.683 -1.099
H -4.597 -3.244 -0.272 0.450
H -5.420 0.627 -2.010 0.497
H -6.156 -1.366 -0.741 0.402
H -3.689 0.891 -4.113 0.685
H 1.927 0.290 -5.189 0.380
H 0.362 1.993 -6.133 0.400
H -1.862 2.386 -5.123 0.478
N -1.056 -0.832 -1.888 0.606
Sc -0.311 -1.045 -0.185 -1.357
C -2.006 -3.504 -0.979 -1.572
H -1.438 -3.751 -1.894 0.464
H -2.581 -4.377 -0.635 0.648
C 1.590 -1.265 -3.019 -1.211
H 1.168 -2.293 -3.028 0.325
H 2.563 -1.244 -3.555 0.503
P -0.740 -3.372 0.380 1.499
P 2.003 -0.899 -1.225 1.364
C 2.850 0.691 -1.386 -1.316
H 2.982 1.114 -0.384 0.329
H 3.828 0.528 -1.855 0.456
H 2.252 1.382 -1.991 0.349
C 3.350 -2.053 -0.892 -1.412
H 4.179 -1.869 -1.584 0.503
H 3.694 -1.895 0.134 0.342
H 3.005 -3.089 -0.982 0.356
C -1.682 -3.734 1.865 -1.308
H -1.215 -4.623 2.306 0.484
H -1.630 -2.887 2.564 0.286
H -2.722 -3.919 1.573 0.344
C 0.335 -4.785 0.143 -1.246
H 1.386 -4.468 0.159 0.274
H 0.133 -5.463 0.980 0.474
H 0.096 -5.250 -0.819 0.372
C -2.236 2.645 -0.925 -0.238
O -1.493 1.810 -0.723 0.247
H -3.292 1.964 -2.896 0.730
F 3.215 -0.096 1.735 -0.346
C 1.973 0.190 2.243 0.863
C 0.819 -0.062 1.510 0.092
C -0.374 0.244 2.151 0.458
F -1.565 -0.087 1.446 -0.268
C -0.497 0.771 3.430 -0.462
F -1.722 1.016 3.957 -0.277
C 0.693 1.010 4.127 0.846
F 0.645 1.542 5.365 -0.285
C 1.932 0.717 3.543 -0.197
F 3.083 0.965 4.217 -0.267

Going through the records in order, we get largest force on an atom values of 3.290; 6.141; 4.458; 2.899; 3.737 eV/A.